An isolated molecule of CH2NOP at a distorted geometry. Source: the OMol25 dataset; level of theory: wB97M-V/def2-TZVPD.

XYZ file:
```
6
CH2NOP | the OMol25 dataset | wB97M-V/def2-TZVPD
N 3.51 0.11 0.27
C 2.37 0.11 0.15
O 1.11 0.05 -0.35
P -0.13 1.16 -0.02
H -0.29 1.80 -1.28
H -1.06 0.02 -0.04
```

Calculated values
Relative energy (zero: lowest compared OMol25 entry of this formula, charge and spin), eV: 1.549
SMILES string: N#COP
Lowest unoccupied orbital energy, eV: -0.05
Spin multiplicity: 1
HOMO level, eV: -10.39